Entry 1:
ORCA calculation (ωB97M-V with the def2-TZVPD basis set) on a cluster of 3 separate species, C27H22BClF8N2O7S in total at a distorted geometry.

Bonds (Å) are listed after each position.
CARTESIAN COORDINATES (ANGSTROEM)
1 C 6.809 2.001 1.842  H5 1.083, C39 1.479, C47 1.334
2 O -0.826 1.512 -1.098  C25 1.453, C26 1.456
3 F 0.240 -0.891 2.356  C28 1.433
4 H -0.998 2.964 0.496  C25 1.151
5 H 7.099 3.040 1.740  C1 1.083
6 C -3.059 2.661 -0.547  C25 1.631, H37 1.143, H41 1.145, C56 1.625
7 H 5.566 -1.725 2.109  C59 1.083
8 H -7.188 -2.650 3.240  O23 0.988
9 C 0.766 -3.365 2.182  F15 1.418, C28 1.613, F38 1.446, H42 1.149
10 H -1.783 1.327 0.765  C25 1.160
11 C 4.635 -0.716 -5.588  C24 1.334, H27 1.083, C33 1.478
12 F 2.513 -1.067 -0.123  C43 1.430
13 H 1.929 -2.914 -5.396  C32 1.083
14 F 1.224 -2.949 -0.477  C43 1.435
15 F -0.582 -3.741 1.953  C9 1.418
16 C -4.543 4.073 2.206  H20 1.158, H31 1.143, H40 1.144, C63 1.626
17 O -7.124 -3.048 0.492  H22 0.991, B61 1.451
18 C 5.078 0.213 1.404  C39 1.478, H50 1.082, C59 1.334
19 N -5.942 -1.389 -1.696  C49 1.437, S67 1.701
20 H -4.990 4.045 1.138  C16 1.158
21 F 0.073 -1.138 -1.938  C54 1.447
22 H -6.234 -3.427 0.276  O17 0.991
23 O -7.659 -1.994 2.671  H8 0.988, B61 1.444
24 C 4.477 -0.069 -4.433  C11 1.334, H29 1.083, C48 1.478
25 C -1.599 2.141 -0.040  O2 1.453, H4 1.151, C6 1.631, H10 1.160
26 C 0.240 0.782 -0.427  O2 1.456, H46 1.150, C54 1.602, H68 1.157
27 H 5.440 -0.485 -6.274  C11 1.083
28 C 1.101 -1.852 1.734  F3 1.433, C9 1.613, C43 1.610, F51 1.446
29 H 5.147 0.721 -4.117  C24 1.083
30 C -5.991 -0.695 0.954  C49 1.564, B61 1.639, C64 1.568
31 H -3.767 4.913 2.233  C16 1.143
32 C 2.599 -2.124 -5.080  H13 1.083, C33 1.478, C69 1.334
33 C 3.708 -1.792 -5.999  C11 1.478, C32 1.478, O55 1.217
34 O 4.787 2.447 0.724  C39 1.217
35 Cl -5.879 0.350 3.731  C64 1.819
36 C -4.614 0.522 -1.110  C49 1.581, N52 1.440, C56 1.563
37 H -3.285 3.695 -0.115  C6 1.143
38 F 0.979 -3.439 3.610  C9 1.446
39 C 5.496 1.625 1.275  C1 1.479, C18 1.478, O34 1.217
40 H -5.373 4.300 2.960  C16 1.144
41 H -3.082 2.740 -1.689  C6 1.145
42 H 1.484 -4.140 1.732  C9 1.149
43 C 1.237 -1.655 0.142  F12 1.430, F14 1.435, C28 1.610, C54 1.606
44 O 7.877 -1.132 3.125  C45 1.217
45 C 7.169 -0.311 2.573  O44 1.217, C47 1.479, C59 1.478
46 H 0.366 1.079 0.677  C26 1.150
47 C 7.587 1.101 2.445  C1 1.334, C45 1.479, H66 1.083
48 C 3.368 -0.401 -3.513  C24 1.478, O62 1.219, C69 1.478
49 C -5.587 -0.592 -0.554  N19 1.437, C30 1.564, C36 1.581
50 H 4.115 -0.045 0.984  C18 1.082
51 F 2.414 -1.581 2.277  C28 1.446
52 N -4.322 0.467 -2.519  C36 1.440, S67 1.705
53 C -4.466 1.521 1.467  C56 1.540, C63 1.611, C64 1.589
54 C 0.050 -0.805 -0.530  F21 1.447, C26 1.602, C43 1.606, F58 1.442
55 O 3.854 -2.382 -7.053  C33 1.217
56 C -4.104 1.529 -0.030  C6 1.625, C36 1.563, C53 1.540
57 H 1.637 -1.708 -3.239  C69 1.081
58 F -1.235 -1.261 -0.059  C54 1.442
59 C 5.856 -0.687 2.006  H7 1.083, C18 1.334, C45 1.478
60 H -4.013 2.371 3.565  C63 1.157
61 B -6.970 -1.930 1.404  O17 1.451, O23 1.444, C30 1.639
62 O 3.225 0.192 -2.458  C48 1.219
63 C -3.835 2.630 2.451  C16 1.626, C53 1.611, H60 1.157, H65 1.141
64 C -5.450 0.376 1.963  C30 1.568, Cl35 1.819, C53 1.589
65 H -2.703 2.688 2.325  C63 1.141
66 H 8.551 1.360 2.864  C47 1.083
67 S -5.178 -0.877 -3.127  N19 1.701, N52 1.705
68 H 1.240 1.065 -0.935  C26 1.157
69 C 2.442 -1.477 -3.923  C32 1.334, C48 1.478, H57 1.081

The calculation puts the HOMO-LUMO gap at 7.1 eV. The SMILES is CCc1c(Cl)c(B(O)O)c2nsnc2c1CCOCC(F)(F)C(F)(F)C(F)(F)C(F)F.O=C1C=CC(=O)C=C1.O=C1C=CC(=O)C=C1. The value obtained for the calculated total energy is -91434.9789 eV. The calculation puts the highest occupied orbital energy at -8.7 eV. The spin multiplicity is 1.

Atomic partial charges in e from the Löwdin method, atoms 1 to 4:
1 C 0.020
2 O -0.130
3 F 0.074
4 H 0.136

---

Entry 2:
ORCA calculation (ωB97M-V with the def2-TZVPD basis set) on a cluster of 2 separate species, C27H22BF5NO11S in total at a distorted geometry.

Bonds (Å) are listed after each position.
CARTESIAN COORDINATES (ANGSTROEM)
1 C -1.922 4.140 -0.318  O10 1.325, C20 1.517, O27 1.200
2 H 2.204 -2.386 -4.155  C28 1.103
3 H 2.001 -0.729 -6.139  C18 1.102
4 F -1.230 0.430 1.777  C59 1.333
5 H 1.799 0.056 -2.522  C9 1.094
6 F -0.019 1.928 2.830  C59 1.334
7 C 0.712 -2.539 -1.747  C40 1.403, S52 1.796, C55 1.389
8 H -3.180 1.660 -1.827  C11 1.101
9 C 2.404 -0.845 -2.662  H5 1.094, C28 1.558, C55 1.528, H58 1.100
10 O -2.412 3.495 0.730  C1 1.325, B39 1.480
11 C -2.290 1.057 -2.061  H8 1.101, O30 1.418, H44 1.106, H61 1.095
12 H -0.673 -3.950 -0.872  C40 1.086
13 C 0.232 -0.995 5.785  C14 1.390, C38 1.370, H49 1.088
14 C -0.059 -0.022 4.836  C13 1.390, H32 1.087, C36 1.374
15 C -0.378 1.587 -3.342  H21 1.100, O30 1.443, C46 1.533, H51 1.098
16 O 0.007 -5.337 1.709  C45 1.203
17 F 0.921 0.540 1.478  C59 1.366
18 C 1.589 -0.551 -5.133  H3 1.102, C28 1.549, C57 1.564, H67 1.089
19 O -4.645 3.938 1.604  B39 1.478, C60 1.329
20 C -2.430 5.568 -0.295  C1 1.517, O42 1.198, O68 1.328
21 H 0.005 0.782 -2.697  C15 1.100
22 O -3.657 4.224 4.909  C53 1.199
23 H 2.167 1.336 -4.080  C57 1.095
24 C 2.328 -2.985 0.425  C31 1.363, C50 1.398, C65 1.524
25 H 0.878 -1.739 2.113  C26 1.088
26 C 0.724 -1.558 3.174  H25 1.088, C36 1.380, C54 1.371
27 O -1.195 3.654 -1.141  C1 1.200
28 C 2.496 -1.323 -4.142  H2 1.103, C9 1.558, C18 1.549, H43 1.097
29 O -5.991 3.425 3.326  C60 1.198
30 O -1.815 1.460 -3.335  C11 1.418, C15 1.443
31 C 2.749 -2.114 -0.535  C24 1.363, H37 1.089, C55 1.397
32 H -0.482 0.947 5.087  C14 1.087
33 F 2.823 -3.952 4.503  C62 1.367
34 H -0.625 0.884 -5.346  C46 1.097
35 O -2.762 4.584 2.883  B39 1.478, C53 1.328
36 C 0.198 -0.330 3.522  C14 1.374, C26 1.380, C59 1.524
37 H 3.696 -1.590 -0.414  C31 1.089
38 C 0.776 -2.204 5.440  C13 1.370, C54 1.389, H64 1.088
39 B -3.257 4.436 1.498  O10 1.480, O19 1.478, O35 1.478, O68 1.479
40 C 0.283 -3.447 -0.768  C7 1.403, H12 1.086, C50 1.358
41 H -1.570 -1.993 -2.435  S52 1.352
42 O -2.178 6.420 -1.099  C20 1.198
43 H 3.531 -1.306 -4.504  C28 1.097
44 H -2.639 0.007 -2.054  C11 1.106
45 C 0.871 -4.517 1.536  O16 1.203, N47 1.419, C50 1.531
46 C 0.100 1.497 -4.797  C15 1.533, H34 1.097, H56 1.101, C57 1.553
47 N 1.912 -4.088 2.399  C45 1.419, C62 1.434, C65 1.419
48 O 4.096 -3.197 2.108  C65 1.203
49 H 0.011 -0.777 6.828  C13 1.088
50 C 1.097 -3.637 0.303  C24 1.398, C40 1.358, C45 1.531
51 H -0.172 2.557 -2.873  C15 1.098
52 S -0.431 -2.276 -3.107  C7 1.796, H41 1.352
53 C -3.733 4.221 3.712  O22 1.199, O35 1.328, C60 1.517
54 C 1.040 -2.510 4.111  C26 1.371, C38 1.389, C62 1.522
55 C 1.927 -1.875 -1.640  C7 1.389, C9 1.528, C31 1.397
56 H 0.016 2.509 -5.224  C46 1.101
57 C 1.565 1.000 -4.930  C18 1.564, H23 1.095, C46 1.553, H63 1.098
58 H 3.425 -0.576 -2.354  C9 1.100
59 C -0.077 0.666 2.403  F4 1.333, F6 1.334, F17 1.366, C36 1.524
60 C -4.941 3.807 2.893  O19 1.329, O29 1.198, C53 1.517
61 H -1.582 1.240 -1.246  C11 1.095
62 C 1.659 -3.863 3.792  F33 1.367, N47 1.434, C54 1.522, F66 1.359
63 H 1.962 1.472 -5.839  C57 1.098
64 H 0.968 -2.905 6.249  C38 1.088
65 C 2.969 -3.406 1.742  C24 1.524, N47 1.419, O48 1.203
66 F 0.856 -4.820 4.325  C62 1.359
67 H 0.559 -0.905 -5.167  C18 1.089
68 O -3.207 5.723 0.771  C20 1.328, B39 1.479

The calculation puts the HOMO-LUMO gap at 8.1 eV. Its net charge is -1. The value obtained for the calculated total energy is -77476.4828 eV. The calculation puts the highest occupied orbital energy at -7.2 eV. The spin multiplicity is 1.

Atomic partial charges in e from the Löwdin method, atoms 1 to 4:
1 C -0.378
2 H 0.096
3 H 0.102
4 F 0.170

---

Which of these has the lowest highest occupied orbital energy? C27H22BClF8N2O7S

---

Look up the calculated total energy of the first one. -91434.9789 eV